Record 1
C34H68GaN4O6 | ωB97M-V with the def2-TZVPD basis set

## Properties
molecular weight = 698.7 u
charge = -1
orbital gap = 6.430 eV
LUMO energy = 1.895 eV

Last column: Löwdin charge in e.
Positions of all 113 atoms, in Å:
C 1.13477 -3.83786 -2.94026  -0.13
C 1.95957 -2.41988 -3.03701  -0.20
C 3.16399 -1.97743 -1.97468  -0.06
C 3.94277 -0.50228 -2.08148  -0.03
C 3.54226 0.60266 -3.27151  -0.05
C 4.34088 2.03483 -3.27101  -0.34
C 3.46484 3.31968 -3.79238  -0.13
C 4.90720 2.45852 -1.75617  -0.13
C 2.39002 0.12259 -4.33345  -0.10
O 1.98314 0.98971 -5.45016  -0.28
C 0.69659 1.65546 -5.16494  -0.33
Ga -0.38268 1.66841 -6.96144  0.33
C -2.28475 0.84502 -6.68923  -0.35
O -2.26023 -0.11000 -5.57162  -0.25
C -2.64468 0.50591 -4.29330  -0.16
C -2.68321 2.10629 -3.94273  -0.02
C -3.13640 2.69896 -2.45063  -0.07
C -3.54666 1.63478 -1.22765  -0.11
C -3.48805 0.02056 -1.57435  -0.10
C -3.03864 -0.54971 -3.06162  -0.01
C 1.60826 -1.35114 -4.23106  0.06
H 0.05574 -3.62133 -3.39522  0.09
H 0.94466 -4.04067 -1.78618  0.08
H 1.67371 -4.72711 -3.47756  0.06
H 3.50373 -2.70285 -1.10642  0.07
H 4.77740 -0.29787 -1.27767  0.07
H 5.29182 1.94682 -3.96738  0.13
H 2.38691 3.25034 -3.30582  0.09
H 3.29170 3.28417 -4.97260  0.09
H 3.96725 4.37088 -3.55624  0.08
H 6.06063 2.25866 -1.63700  0.07
H 4.76439 3.63986 -1.66171  0.06
H 4.25253 2.00017 -0.88611  0.08
H 0.82945 2.80246 -4.87733  0.05
H 0.09443 1.11746 -4.30975  0.06
H 0.41554 0.68207 -7.98495  -0.10
H -0.39141 3.10435 -7.66466  -0.13
H -2.48195 0.19688 -7.67226  0.07
H -3.14598 1.63606 -6.65242  0.06
H -2.41497 2.90656 -4.77298  0.09
H -3.15168 3.87327 -2.23750  0.08
H -3.85912 2.04007 -0.15321  0.05
H -3.73781 -0.76752 -0.73977  0.06
H -2.99261 -1.71667 -3.29882  0.09
H 0.76988 -1.58911 -5.02657  0.11
C 0.40953 -7.47378 -4.46110  -0.07
C 0.54845 -7.56291 -2.94328  -0.44
C 0.90598 -8.98128 -2.44009  -0.20
O -0.19610 -9.89314 -2.42485  -0.20
C -0.46188 -10.51129 -3.67495  -0.11
N -0.68539 -7.06399 -2.32018  0.04
H -0.52060 -7.91650 -4.82669  0.07
H 0.41051 -6.42541 -4.78263  0.07
H 1.24570 -7.97365 -4.96104  0.08
H 1.37091 -6.89562 -2.65704  0.12
H 1.22823 -8.89362 -1.39533  0.12
H 1.75427 -9.40278 -2.99109  0.12
H 0.45236 -10.70469 -4.24367  0.09
H -1.15127 -9.89664 -4.25625  0.07
H -0.95713 -11.46741 -3.48164  0.09
H -0.55442 -7.04104 -1.30824  0.07
H -1.40421 -7.78332 -2.45234  0.07
C -4.37393 2.48546 3.87854  -0.07
C -3.04188 2.24800 3.17123  -0.42
C -1.81151 2.57702 4.04915  -0.19
O -1.53458 3.97522 4.17016  -0.21
C -2.29838 4.63935 5.16566  -0.10
N -3.02640 3.00774 1.91342  0.04
H -4.62537 3.54606 3.96037  0.06
H -5.19009 2.00712 3.32398  0.08
H -4.36399 2.05773 4.88648  0.08
H -2.99489 1.17952 2.92674  0.12
H -0.92879 2.14450 3.56256  0.12
H -1.88264 2.10594 5.03601  0.11
H -2.49102 4.00172 6.03341  0.09
H -3.23643 4.99829 4.73883  0.07
H -1.73283 5.51451 5.49890  0.09
H -2.17408 2.77601 1.40201  0.08
H -2.89825 3.99552 2.15730  0.08
C 3.40631 5.45690 2.08074  -0.07
C 1.92212 5.71216 2.33182  -0.43
C 1.65187 6.61900 3.55551  -0.20
O 1.78415 5.95686 4.81661  -0.20
C 3.11739 5.87390 5.29733  -0.11
N 1.22884 4.42205 2.45220  0.05
H 3.83923 4.74886 2.79211  0.06
H 3.55598 5.03391 1.08016  0.07
H 3.97871 6.38881 2.13466  0.08
H 1.53175 6.22963 1.44668  0.14
H 0.60613 6.94590 3.50446  0.12
H 2.26210 7.52873 3.52593  0.11
H 3.70853 6.75532 5.03212  0.09
H 3.59377 4.96662 4.92200  0.07
H 3.08018 5.79842 6.38807  0.08
H 0.22610 4.59578 2.52978  0.05
H 1.47532 4.02950 3.36696  0.07
C -1.40832 -3.64518 5.64608  -0.08
C -2.44325 -2.56214 5.35116  -0.43
C -1.83143 -1.27136 4.75755  -0.19
O -1.18230 -0.43427 5.71889  -0.21
C 0.15336 -0.81191 6.01707  -0.10
N -3.20662 -2.28423 6.57573  0.03
H -0.81450 -3.43004 6.53820  0.06
H -1.90356 -4.60824 5.81845  0.08
H -0.72290 -3.77240 4.80168  0.08
H -3.13287 -2.97303 4.60334  0.14
H -2.65284 -0.66862 4.35133  0.11
H -1.16388 -1.49112 3.91674  0.12
H 0.67386 -1.21613 5.14394  0.09
H 0.16340 -1.53294 6.83621  0.07
H 0.68953 0.07905 6.35692  0.09
H -3.95469 -1.62677 6.35249  0.07
H -2.59451 -1.74769 7.19949  0.07

Forces on atoms 1 to 6 (eV/Å):
-0.4 1.7 0.6
2.0 3.8 -0.8
-0.7 2.7 -2.6
-3.2 -1.7 -2.6
-1.4 -3.6 0.8
0.4 0.5 0.1

Record 2
C4H14N4 | ωB97M-V with the def2-TZVPD basis set

## Properties
molecular weight = 118.2 u
energy relative to the best compared isomer or geometry (same formula, charge and spin) = 113.3 kJ/mol
SMILES = C/N=C\N.CNCN
orbital gap = 9.683 eV
LUMO energy = 0.835 eV

Last column: natural (NBO) charge in e.
Positions of all 22 atoms, in Å:
C -2.40817 0.31178 2.37805  -0.46
N -1.94423 1.11438 1.24915  -0.48
C -1.86113 0.55365 0.11527  0.27
N -2.16646 -0.78899 -0.15352  -0.85
H -3.46281 0.04576 2.27067  0.19
H -2.34552 0.93289 3.26771  0.21
H -1.80122 -0.59069 2.49139  0.17
H -1.65615 1.09478 -0.79801  0.17
H -1.61756 -1.19776 -0.89084  0.39
H -2.34292 -1.37874 0.63746  0.38
C 2.23094 -0.35196 0.43417  -0.42
N 1.96839 0.77076 -0.45672  -0.65
C 1.17182 0.43708 -1.63565  -0.05
N 1.82447 -0.44816 -2.56177  -0.83
H 2.57594 0.04216 1.38604  0.21
H 1.33219 -0.98144 0.52254  0.16
H 3.03123 -0.98885 0.05145  0.19
H 1.58518 1.56109 0.04114  0.37
H 1.02661 1.40213 -2.12423  0.18
H 0.21576 0.00944 -1.32041  0.13
H 2.77852 -0.15528 -2.70981  0.36
H 1.86516 -1.39401 -2.19410  0.35

Forces on atoms 1 to 6 (eV/Å):
0.3 0.5 -0.4
-0.2 0.3 -0.4
-0.7 -1.2 0.5
0.2 0.8 -0.1
0.0 -0.2 -0.1
0.2 -0.2 0.1

> The highest molecular weight belongs to which entry?

C34H68GaN4O6